ORCA calculation (ωB97M-V/def2-TZVPD) on C31H38Br9F21O14 as an isolated structure in a non-equilibrium geometry.

XYZ file:
```
113
Properties=species:S:1:pos:R:3:lowdin_charge:R:1
C 22.893 -24.913 0.087 -1.52
Br 22.010 -25.078 1.856 0.52
Br 23.797 -26.646 -0.418 0.49
Br 24.262 -23.550 -0.004 0.54
H 22.119 -24.528 -0.577 -0.03
C 24.658 -24.064 -7.832 -1.55
Br 26.002 -23.968 -6.457 0.56
Br 24.694 -25.844 -8.732 0.50
Br 24.906 -22.640 -9.200 0.51
H 23.695 -23.944 -7.335 -0.02
C 16.124 -16.689 -10.521 -1.56
Br 14.676 -15.915 -9.475 0.54
Br 15.448 -17.009 -12.316 0.54
Br 16.911 -18.326 -9.682 0.51
H 16.855 -15.881 -10.540 -0.03
C 10.543 -22.295 7.169 -0.06
C 10.647 -22.598 5.691 -0.19
O 12.024 -22.242 5.294 0.00
C 12.235 -21.260 4.378 -0.30
O 11.293 -20.586 3.912 0.10
C 13.723 -20.892 4.066 -0.59
F 14.592 -21.822 4.467 0.17
F 13.735 -20.757 2.757 0.19
F 13.981 -19.774 4.714 0.19
H 11.303 -22.884 7.682 0.08
H 9.543 -22.586 7.492 0.08
H 10.604 -21.229 7.389 0.08
H 9.903 -22.085 5.081 0.11
H 10.464 -23.638 5.420 0.12
C 28.001 -12.880 -2.318 -0.09
C 27.285 -11.576 -2.475 -0.18
O 28.216 -10.539 -2.947 0.02
C 28.032 -9.736 -4.016 -0.30
O 27.140 -9.932 -4.887 0.10
C 29.010 -8.526 -4.164 -0.52
F 30.200 -8.809 -3.619 0.17
F 29.043 -8.235 -5.517 0.12
F 28.508 -7.434 -3.629 0.19
H 27.489 -13.722 -1.853 0.08
H 28.973 -12.785 -1.833 0.08
H 28.211 -13.375 -3.266 0.08
H 26.861 -11.399 -1.486 0.13
H 26.503 -11.712 -3.222 0.12
C 22.890 -12.054 11.641 -0.07
C 21.510 -11.654 11.214 -0.23
O 21.189 -12.436 10.098 0.01
C 21.540 -12.054 8.825 -0.29
O 22.154 -11.018 8.527 0.12
C 21.251 -13.120 7.714 -0.51
F 21.312 -12.580 6.442 0.13
F 22.203 -14.068 7.799 0.16
F 20.056 -13.649 7.886 0.18
H 23.698 -11.763 10.971 0.08
H 22.976 -13.140 11.697 0.08
H 23.164 -11.583 12.585 0.08
H 21.677 -10.626 10.891 0.12
H 20.764 -11.700 12.008 0.13
C 26.185 -11.235 -12.595 -0.05
C 24.890 -11.702 -11.868 -0.17
O 24.490 -12.902 -12.530 0.04
C 23.256 -13.270 -12.557 -0.39
O 22.332 -12.585 -12.086 0.11
C 22.976 -14.696 -13.026 -0.54
F 24.085 -15.123 -13.682 0.15
F 22.762 -15.430 -11.948 0.20
F 21.941 -14.645 -13.884 0.17
H 25.878 -10.797 -13.545 0.08
H 26.965 -11.995 -12.656 0.08
H 26.688 -10.446 -12.036 0.07
H 24.069 -10.986 -11.875 0.12
H 25.068 -11.909 -10.813 0.13
C 24.008 -16.849 -5.797 -0.07
C 22.787 -17.380 -5.131 -0.23
O 22.580 -16.942 -3.784 0.00
C 21.999 -17.769 -2.838 -0.30
O 21.633 -18.917 -3.068 0.13
C 21.801 -17.080 -1.466 -0.56
F 21.336 -15.850 -1.648 0.17
F 20.949 -17.763 -0.704 0.19
F 23.031 -16.960 -0.949 0.17
H 24.928 -17.281 -5.402 0.08
H 24.132 -15.779 -5.633 0.08
H 23.884 -17.078 -6.855 0.09
H 22.906 -18.458 -5.022 0.12
H 21.866 -17.173 -5.675 0.13
C 32.577 -14.075 -7.400 -0.04
C 31.966 -15.526 -7.630 -0.20
O 31.956 -16.238 -6.416 -0.03
C 31.672 -17.586 -6.241 -0.28
O 31.509 -18.263 -7.257 0.13
C 31.692 -18.096 -4.774 -0.55
F 30.417 -18.250 -4.349 0.16
F 32.307 -19.264 -4.709 0.18
F 32.344 -17.271 -3.958 0.17
H 31.911 -13.314 -6.994 0.07
H 32.774 -13.671 -8.393 0.06
H 33.566 -14.131 -6.946 0.08
H 32.637 -16.042 -8.317 0.12
H 30.944 -15.580 -8.006 0.13
C 20.736 -9.356 -0.720 -0.06
C 19.452 -9.553 -1.474 -0.25
O 19.738 -10.097 -2.722 0.03
C 18.849 -10.322 -3.690 -0.32
O 17.632 -10.147 -3.531 0.13
C 19.419 -10.723 -5.066 -0.56
F 18.906 -11.909 -5.399 0.16
F 19.149 -9.917 -6.096 0.18
F 20.723 -10.917 -4.970 0.17
H 20.609 -9.021 0.310 0.09
H 21.401 -8.663 -1.235 0.08
H 21.155 -10.362 -0.729 0.08
H 19.021 -8.557 -1.576 0.13
H 18.757 -10.144 -0.877 0.13
```

Properties
2S+1   1
Orbital gap   9.90 eV
Charge   0
Energy above the lowest of the compared OMol25 structures with the same formula, charge and spin   36.0 kcal per mole